No. 1
The following is a DFT calculation (wB97M-V/def2-TZVPD) of a cluster of 9 separate species, C25H60O9 in total at a distorted geometry.

Computed properties:
E in eV: -45311.6242
HOMO level (spin up / spin down) in Ha: -0.43017 / -0.43015
Molecular weight in g mol⁻¹: 504.75
Total charge: +1
2S+1: 2
Expectation value of S²: 0.7544

XYZ file:
```
94
C25H60O9, DFT wB97M-V/def2-TZVPD
C 3.01 -4.89 0.33
C 2.49 -3.51 0.66
C 3.31 -2.72 -0.32
O 4.60 -3.28 -0.41
C 4.42 -4.68 -0.19
H 2.27 -5.25 -0.38
H 3.00 -5.52 1.22
H 2.80 -3.27 1.67
H 1.42 -3.42 0.52
H 3.31 -1.72 0.12
H 2.82 -2.66 -1.29
H 5.24 -5.04 0.43
H 4.54 -5.31 -1.08
C -0.56 -5.49 1.68
C -1.36 -6.73 1.61
C -2.76 -6.16 1.02
O -2.34 -4.88 0.34
C -0.94 -4.80 0.40
H 0.51 -5.64 1.79
H -0.81 -4.79 2.48
H -1.54 -7.19 2.58
H -0.91 -7.54 1.04
H -3.40 -5.97 1.88
H -3.26 -6.90 0.39
H -0.67 -3.75 0.30
H -0.64 -5.30 -0.53
C -0.25 0.58 0.96
C 0.52 1.79 0.40
C 1.86 1.20 -0.14
O 1.70 -0.23 -0.15
C 0.40 -0.56 0.22
H -1.31 0.47 0.72
H 0.00 0.32 1.99
H 0.74 2.60 1.09
H -0.01 2.17 -0.47
H 2.52 1.49 0.68
H 2.23 1.66 -1.06
H 0.42 -1.33 0.99
H -0.21 -0.79 -0.65
C -3.02 6.90 2.84
C -2.41 5.55 3.27
C -1.69 5.11 2.01
O -1.16 6.36 1.45
C -2.05 7.37 1.75
H -2.86 7.50 3.74
H -4.05 6.81 2.52
H -3.05 4.73 3.59
H -1.56 5.70 3.93
H -2.44 4.79 1.28
H -0.92 4.34 2.05
H -2.59 7.76 0.88
H -1.47 8.21 2.12
O -0.05 4.80 -1.24
H -0.59 5.10 -0.51
H 0.79 5.22 -1.11
O 0.39 -1.41 3.98
H 0.84 -2.25 4.00
H -0.51 -1.62 4.24
C -3.39 4.70 -2.05
C -2.61 3.64 -2.80
C -3.28 2.92 -3.96
O -1.47 4.12 -3.47
H -2.96 4.96 -1.08
H -4.41 4.40 -1.82
H -3.54 5.66 -2.56
H -2.35 2.88 -2.08
H -4.31 2.71 -3.64
H -2.82 2.00 -4.33
H -3.42 3.57 -4.82
H -0.99 4.51 -2.73
C -4.42 -2.98 -1.57
C -3.99 -1.79 -0.71
C -4.80 -1.63 0.65
O -2.69 -1.98 -0.39
H -5.49 -2.78 -1.71
H -4.26 -3.80 -0.86
H -3.77 -3.12 -2.42
H -4.04 -0.80 -1.15
H -4.68 -2.61 1.12
H -5.89 -1.57 0.54
H -4.44 -0.90 1.37
H -2.48 -2.91 -0.50
C 5.65 0.73 -1.23
C 6.96 1.03 -2.08
C 8.06 0.25 -1.54
O 6.60 0.65 -3.37
H 4.80 1.23 -1.67
H 5.71 1.23 -0.26
H 5.49 -0.35 -1.20
H 7.21 2.09 -2.13
H 7.70 -0.25 -0.64
H 8.79 0.89 -1.05
H 8.56 -0.39 -2.26
H 6.22 -0.22 -3.22
```


No. 2
The following is a DFT calculation (wB97M-V/def2-TZVPD) of a cluster of 6 separate species, C36H81IN2O7P in total at a distorted geometry.

Computed properties:
E in eV: -73343.6806
HOMO level in Ha: -0.15230
Molecular weight in g mol⁻¹: 811.93
Total charge: -1

XYZ file:
```
128
C36H81IN2O7P, DFT wB97M-V/def2-TZVPD
C 7.80 -3.45 2.19
C 8.33 -2.04 1.67
C 7.72 -1.77 0.23
C 7.12 -0.28 0.08
C 5.58 -0.44 -0.20
C 4.90 0.88 -0.80
C 3.66 0.39 -1.64
C 2.54 1.49 -1.90
C 1.82 2.00 -0.54
C 0.81 0.87 -0.16
P -0.30 1.04 1.38
O -1.33 1.20 2.82
I 0.60 3.36 2.06
C -1.56 1.99 0.26
C -2.76 2.70 0.99
C -4.02 1.75 1.25
C -4.44 1.66 2.76
C -1.15 -0.65 1.12
C -0.24 -1.92 0.94
C -0.59 -2.77 -0.37
N -1.00 -4.16 0.04
C -2.00 -4.76 -0.88
C -3.39 -5.03 -0.21
C -4.17 -6.18 -0.67
C -5.48 -6.52 -0.12
C -6.01 -5.65 0.93
C -5.27 -4.50 1.47
C -3.95 -4.21 0.87
O -3.25 -3.12 1.39
C 1.01 0.33 2.61
N 2.41 0.23 2.10
C 3.39 1.01 2.88
H 8.45 -3.87 3.00
H 7.75 -4.20 1.36
H 6.77 -3.35 2.61
H 7.97 -1.29 2.43
H 9.45 -2.08 1.61
H 6.90 -2.51 0.04
H 8.48 -1.92 -0.58
H 7.61 0.19 -0.81
H 7.31 0.27 1.05
H 5.03 -0.80 0.72
H 5.42 -1.26 -0.96
H 4.66 1.51 0.08
H 5.62 1.42 -1.46
H 4.05 0.08 -2.65
H 3.24 -0.56 -1.19
H 1.72 0.98 -2.48
H 2.89 2.37 -2.50
H 1.35 2.96 -0.89
H 2.68 2.15 0.15
H 1.38 -0.09 -0.27
H 0.09 0.84 -1.04
H -1.20 2.06 3.23
H -1.99 1.37 -0.57
H -0.96 2.80 -0.24
H -3.15 3.46 0.24
H -2.49 3.32 1.88
H -3.68 0.72 0.94
H -4.87 1.99 0.56
H -3.79 0.88 3.26
H -5.48 1.22 2.79
H -4.41 2.64 3.28
H -1.86 -0.64 0.24
H -1.83 -0.85 1.99
H -0.46 -2.63 1.79
H 0.87 -1.79 0.93
H 0.36 -2.85 -0.99
H -1.34 -2.27 -1.03
H -0.17 -4.75 -0.03
H -2.22 -4.11 -1.78
H -1.62 -5.73 -1.32
H -3.75 -6.83 -1.47
H -6.08 -7.40 -0.47
H -7.02 -5.86 1.37
H -5.68 -3.85 2.27
H -2.53 -3.47 1.94
H 1.06 1.10 3.44
H 0.64 -0.60 3.15
H 2.66 -0.76 2.09
H 3.16 1.10 3.97
H 4.37 0.45 2.82
H 3.56 2.00 2.37
C -8.00 -10.72 1.52
C -8.28 -9.28 1.87
O -8.14 -8.44 0.73
H -7.00 -10.83 1.11
H -8.10 -11.37 2.39
H -8.70 -11.07 0.75
H -7.57 -8.93 2.63
H -9.29 -9.16 2.27
H -8.77 -8.75 0.07
C -0.56 8.01 2.04
C -1.83 7.22 1.78
O -1.57 6.12 0.91
H -0.15 8.38 1.10
H -0.76 8.86 2.70
H 0.20 7.37 2.49
H -2.59 7.85 1.30
H -2.25 6.83 2.72
H -0.90 5.56 1.35
C -3.44 -2.04 -4.56
C -3.88 -1.19 -3.38
O -3.32 0.11 -3.47
H -2.35 -2.11 -4.60
H -3.86 -3.04 -4.50
H -3.76 -1.58 -5.50
H -3.53 -1.64 -2.44
H -4.97 -1.11 -3.34
H -3.63 0.50 -4.29
C 1.82 12.40 0.46
C 1.79 10.89 0.67
O 0.49 10.38 0.38
H 1.08 12.89 1.10
H 2.81 12.80 0.68
H 1.56 12.65 -0.57
H 2.02 10.65 1.70
H 2.52 10.40 0.02
H 0.29 10.59 -0.53
C 4.35 1.27 -6.72
C 4.34 0.14 -5.71
O 3.19 0.22 -4.88
H 4.33 2.23 -6.22
H 5.24 1.22 -7.36
H 3.46 1.22 -7.36
H 5.22 0.20 -5.06
H 4.35 -0.84 -6.21
H 2.42 0.15 -5.46
```


No. 3
The following is a DFT calculation (wB97M-V/def2-TZVPD) of a cluster of 8 separate species, C22H67N6O7 in total at a distorted geometry.

Computed properties:
E in eV: -47152.1380
HOMO level in Ha: -0.42545
Molecular weight in g mol⁻¹: 527.81
Total charge: +1

XYZ file:
```
102
C22H67N6O7, DFT wB97M-V/def2-TZVPD
N 0.36 -0.24 -1.63
H 0.67 -1.04 -2.12
H 1.09 0.44 -1.03
H -0.21 -0.59 -0.91
H -0.26 0.32 -2.27
C 3.02 0.37 1.77
C 2.25 -0.84 2.19
C 1.00 -0.44 3.06
O 1.53 0.25 4.25
C 0.40 0.61 5.10
N 1.74 -1.52 0.96
H 3.70 0.12 0.99
H 3.64 0.71 2.55
H 2.39 1.14 1.41
H 2.89 -1.62 2.73
H 0.53 -1.27 3.36
H 0.16 0.23 2.56
H -0.35 1.13 4.64
H 0.76 1.14 5.81
H -0.07 -0.39 5.62
H 2.59 -2.12 0.44
H 1.24 -2.22 1.26
C 1.20 3.67 -2.08
C 2.39 3.08 -2.68
C 3.58 2.83 -1.62
O 3.73 4.11 -1.06
C 4.86 4.32 -0.20
N 2.09 1.80 -3.37
H 0.38 3.61 -2.76
H 1.47 4.62 -1.84
H 0.73 3.11 -1.27
H 2.66 3.74 -3.62
H 4.48 2.50 -2.05
H 3.36 1.94 -1.08
H 4.60 3.82 0.80
H 4.89 5.33 0.10
H 5.68 3.71 -0.50
H 2.91 1.70 -3.83
H 1.38 2.00 -4.13
C -2.63 0.08 2.05
C -3.13 -1.15 2.97
C -4.02 -0.65 4.04
O -3.51 0.41 4.83
C -3.07 -0.06 6.11
N -3.77 -2.08 2.16
H -3.44 0.53 1.56
H -2.04 -0.32 1.26
H -2.15 0.59 2.91
H -2.23 -1.60 3.46
H -4.58 -1.56 4.62
H -5.01 0.03 3.63
H -2.55 0.88 6.56
H -2.51 -0.91 6.23
H -4.07 0.08 6.82
H -4.68 -1.61 1.84
H -3.96 -2.84 2.64
C -3.42 0.74 -1.55
C -2.88 2.18 -1.39
C -3.87 3.06 -0.58
O -5.12 3.31 -1.25
C -6.14 4.01 -0.56
N -1.60 2.05 -0.65
H -4.44 0.64 -2.05
H -3.57 0.38 -0.65
H -2.79 0.27 -2.12
H -2.76 2.61 -2.28
H -3.25 3.89 -0.35
H -4.18 2.45 0.35
H -6.13 4.83 -0.16
H -6.33 3.43 0.47
H -7.00 3.89 -1.07
H -1.78 1.69 0.16
H -1.57 3.07 -0.43
C 2.47 -4.85 -1.64
C 2.19 -3.34 -2.00
C 3.54 -2.45 -1.79
O 3.94 -2.61 -0.51
C 5.31 -2.06 -0.43
N 1.79 -3.13 -3.34
H 3.13 -4.99 -0.86
H 2.91 -5.15 -2.56
H 1.52 -5.45 -1.33
H 1.43 -3.15 -1.27
H 3.31 -1.59 -1.98
H 4.25 -2.70 -2.50
H 5.45 -0.99 -0.77
H 5.95 -2.69 -0.72
H 5.53 -1.90 0.64
H 2.29 -3.76 -4.02
H 0.78 -3.38 -3.22
C -0.52 -1.27 -5.65
O -0.88 -1.61 -4.28
H -0.22 -0.28 -5.99
H -1.09 -1.53 -6.45
H 0.34 -1.82 -5.51
H -1.84 -1.28 -4.25
C -0.84 -3.56 0.34
O -1.49 -2.46 -0.29
H 0.03 -3.37 0.92
H -0.45 -4.16 -0.45
H -1.64 -4.36 0.84
H -2.48 -2.51 -0.01
```


No. 4
The following is a DFT calculation (wB97M-V/def2-TZVPD) of a structure of composition C39H47HgN10O6S4.

Computed properties:
E in eV: -115907.5835
HOMO level (spin up / spin down) in Ha: 0.01734 / -0.06846
Molecular weight in g mol⁻¹: 1080.73
Total charge: -2
2S+1: 2
Expectation value of S²: 0.7683

XYZ file:
```
107
C39H47HgN10O6S4, DFT wB97M-V/def2-TZVPD
Hg -0.42 -0.61 1.15
C 0.16 5.85 -1.54
C 0.63 4.73 -0.64
C -0.29 3.81 -0.15
C 0.11 2.76 0.64
C 1.46 2.63 0.96
C 2.40 3.53 0.47
C 1.97 4.58 -0.32
S 2.06 1.42 2.12
O 1.20 1.83 3.38
O 3.42 1.75 2.46
N 1.78 -0.02 1.70
C 2.83 -1.03 1.85
C 2.23 -2.45 1.84
O 2.98 -3.34 2.27
O 1.09 -2.60 1.31
H -0.46 5.46 -2.34
H 1.01 6.38 -1.98
H -0.44 6.58 -0.98
H -1.34 3.88 -0.43
H -0.61 2.03 0.98
H 3.44 3.40 0.72
H 2.70 5.27 -0.73
H 3.39 -0.90 2.78
H 3.54 -0.97 1.02
N -0.29 -1.67 4.86
C -1.07 -2.55 4.18
N -1.30 -2.48 2.91
C -2.03 -3.55 2.46
C -2.41 -4.43 3.41
S -1.79 -3.94 4.95
C -2.25 -3.67 1.01
C -2.89 -4.70 0.39
S -2.88 -4.44 -1.32
C -1.97 -2.96 -1.06
N -1.73 -2.71 0.18
N -1.67 -2.14 -2.10
H -0.13 -0.81 4.34
H -0.48 -1.55 5.84
H -2.98 -5.34 3.31
H -3.35 -5.56 0.82
H -1.36 -2.62 -2.93
H -1.02 -1.39 -1.82
O 1.41 2.56 -2.07
S 1.15 1.13 -2.09
O 2.23 0.30 -1.59
N -0.19 0.67 -1.44
C -1.39 1.37 -1.69
C -1.59 2.26 -2.75
C -2.82 2.86 -2.99
C -3.90 2.57 -2.18
C -3.76 1.68 -1.10
C -4.86 1.34 -0.26
C -4.66 0.44 0.80
C -3.41 -0.05 1.03
N -2.32 0.25 0.26
C -2.49 1.08 -0.83
C 1.11 0.76 -3.86
C 1.73 1.65 -4.73
C 1.78 1.38 -6.09
C 1.20 0.22 -6.59
C 0.57 -0.66 -5.72
C 0.52 -0.39 -4.36
H -0.76 2.49 -3.41
H -2.92 3.55 -3.81
H -4.87 3.01 -2.36
H -5.83 1.77 -0.47
H -5.48 0.15 1.45
H -3.22 -0.71 1.87
H 2.16 2.56 -4.32
H 2.28 2.07 -6.76
H 1.24 0.01 -7.65
H 0.11 -1.56 -6.11
H 0.04 -1.07 -3.68
C 2.48 -5.65 -1.85
C 2.66 -4.14 -2.03
C 3.11 -3.84 -3.46
C 3.70 -3.63 -1.03
N 1.32 -3.55 -1.86
N 1.28 -2.14 -1.59
H 3.39 -6.18 -2.15
H 1.65 -6.01 -2.46
H 2.28 -5.88 -0.80
H 4.12 -4.22 -3.64
H 3.11 -2.77 -3.65
H 2.43 -4.31 -4.17
H 4.65 -4.15 -1.19
H 3.39 -3.80 0.00
H 3.88 -2.56 -1.17
H 0.88 -3.98 -1.04
H 1.95 -1.65 -2.16
H 1.53 -1.97 -0.62
C 0.20 3.66 4.96
C -0.77 2.52 4.67
C -1.01 1.70 5.95
C -2.11 3.10 4.19
C -0.30 1.54 3.58
N -0.95 0.71 2.99
H -0.23 4.33 5.70
H 0.42 4.23 4.06
H 1.15 3.28 5.35
H -1.42 2.34 6.74
H -0.07 1.27 6.31
H -1.72 0.89 5.74
H -2.58 3.68 4.98
H -2.77 2.29 3.88
H -1.95 3.75 3.32
```


No. 5
The following is a DFT calculation (wB97M-V/def2-TZVPD) of a structure of composition C4H10N2O at a distorted geometry.

Computed properties:
E in eV: -9332.7043
HOMO level (spin up / spin down) in Ha: -0.27874 / -0.27869
Molecular weight in g mol⁻¹: 102.14
Total charge: 0

XYZ file:
```
17
C4H10N2O, DFT wB97M-V/def2-TZVPD
C 1.64 0.66 0.62
C 0.32 -0.88 -1.37
N 0.11 -0.49 0.02
C -0.80 0.38 0.33
N -2.27 -0.90 0.27
C -1.21 1.58 0.66
O 2.73 -0.13 0.41
H 2.67 -0.91 0.98
H -1.97 -1.83 0.57
H -2.69 -1.02 -0.66
H 1.70 1.55 -0.01
H 1.37 0.84 1.66
H -0.04 -0.14 -2.09
H 1.39 -1.00 -1.52
H -0.17 -1.84 -1.54
H -0.53 2.40 0.79
H -2.26 1.72 0.88
```


Question: Number 1 is which compound?
Answer: C25H60O9